ORCA calculation (the ωB97M-V functional and the def2-TZVPD basis) on a 2-piece molecular cluster, C10H14N5 overall at a distorted geometry.

The geometry in XYZ format:
```
29
Properties=species:S:1:pos:R:3:forces:R:3
C 4.1081 -0.8982 -0.8072 2.2880 1.4700 -3.5956
C 3.9335 0.0989 -1.8065 -3.5593 -0.7762 2.3160
C 3.2626 -1.1709 0.1599 -1.2378 -1.6034 5.1427
C 2.7003 0.7930 -1.6597 1.8826 -0.7796 -0.4795
C -3.9782 -1.5271 1.5841 -0.2568 0.5007 -0.0432
C -2.5465 -0.7862 2.9355 0.5865 0.6356 -0.4555
C 2.1583 -0.3979 0.2537 -1.4333 1.3494 -0.9966
C -1.2315 -0.1588 -1.3417 -2.5526 0.5800 -0.1602
C -1.3046 0.3889 1.0872 1.0294 0.7057 1.8519
C -1.4314 0.9960 -0.2310 0.8989 -1.7023 -1.4660
N 1.8300 0.5477 -0.6339 3.3111 -2.0420 -0.5985
N -3.5269 -1.6079 2.8641 -1.7468 -0.8242 0.6325
N -3.2821 -0.7259 0.8104 -0.4438 -0.4913 0.9493
N -2.3460 -0.2696 1.6819 1.0276 0.6158 -0.9583
N -0.3656 1.9993 -0.3498 0.8845 0.0493 1.6038
H 4.9598 -1.5051 -0.7910 1.4454 -0.6648 -0.4714
H 4.4820 0.0892 -2.7095 0.7621 0.5792 -0.5060
H 3.5771 -1.8870 1.0132 -0.9079 1.0882 -1.6931
H 2.4141 1.5345 -2.3856 -0.3540 0.1630 0.0019
H -4.9404 -1.8760 1.2681 -0.0026 -0.6921 -0.1094
H -2.1011 -0.4178 3.8578 0.3626 -0.2842 -0.5045
H -0.9748 0.3054 -2.3103 0.1259 -0.3451 0.3476
H -0.6212 -1.0137 -1.0740 0.5822 0.2546 0.1696
H -2.2714 -0.6240 -1.4539 1.4551 0.7041 -0.0107
H -0.3773 0.5680 1.6642 -0.8343 -0.2711 -0.1456
H -2.4197 1.3626 -0.4369 -0.4819 0.4986 0.1862
H -0.5388 2.7015 -1.0327 -0.3679 0.6507 -0.3707
H 0.9427 1.0430 -0.7386 -1.7001 1.0850 1.0402
H -0.1108 2.4379 0.5824 -0.7628 -0.4539 -1.6769
```
Positions in Å, forces in eV/Å.

Computed properties:
spin multiplicity: 3
net charge: +1
<S²>: 2.019
largest force on an atom: 5.5 eV Å⁻¹
HOMO-LUMO gap (spin up / spin down): 6.06 / 7.13 eV